Record 1
The following is a quantum chemistry calculation of a molecular structure, C40H36ClMoN2O8S2, from the OMol25 dataset.

Last column: Mulliken spin population.
Positions of all 90 atoms, in Å:
Mo -0.193 -0.664 0.570  1.780
O 1.873 -3.236 -0.270  0.000
C 1.931 -2.118 -0.735  0.002
O 1.733 -1.014 -0.033  0.061
C 2.177 -1.916 -2.210  -0.010
C 2.749 -0.553 -2.627  0.003
C 3.302 -0.663 -4.053  0.000
C 1.989 -0.700 -4.877  0.000
C 0.939 -0.594 -3.764  0.001
O 1.579 0.254 -2.807  -0.004
C 0.841 -1.946 -3.010  0.005
C -0.511 -2.047 -2.308  -0.012
O -1.483 -2.343 -2.963  -0.005
O -0.654 -1.742 -1.026  0.059
H 2.814 -2.740 -2.529  0.000
H 3.403 -0.089 -1.893  -0.002
H 3.919 -1.550 -4.190  0.000
H 3.903 0.210 -4.302  0.000
H 1.875 -1.601 -5.476  0.000
H 1.916 0.160 -5.541  0.000
H -0.021 -0.177 -4.062  0.000
H 0.833 -2.765 -3.727  0.000
Cl 4.420 -4.532 4.595  0.001
C 3.295 -3.397 3.925  0.012
C 3.483 -2.032 4.147  -0.003
C 2.609 -1.104 3.623  0.011
C 1.535 -1.528 2.834  0.014
O 0.682 -0.639 2.339  0.007
C 1.335 -2.906 2.643  0.004
C 0.111 -3.346 2.045  0.025
N -0.661 -2.587 1.348  -0.032
C -2.010 -2.944 1.080  -0.006
C -2.515 -4.205 0.950  0.013
C -3.912 -4.391 0.834  -0.009
C -4.774 -3.333 0.882  0.013
C -4.270 -2.013 0.995  -0.016
C -5.078 -0.855 1.068  0.019
C -4.500 0.379 1.161  -0.011
C -3.097 0.476 1.129  0.036
N -2.320 -0.584 1.064  -0.037
C -2.882 -1.832 1.032  0.026
C 2.215 -3.841 3.202  -0.009
H 4.328 -1.708 4.740  0.000
H 2.754 -0.047 3.798  0.001
H -0.230 -4.351 2.288  -0.001
H -1.859 -5.066 0.937  0.001
H -4.292 -5.397 0.723  0.000
H -5.843 -3.488 0.826  0.000
H -6.156 -0.962 1.052  0.000
H -5.089 1.282 1.221  0.000
H -2.590 1.432 1.131  0.005
H 2.053 -4.900 3.056  0.000
O -0.204 1.547 1.355  0.046
S 0.452 2.323 2.484  0.003
C 0.202 4.030 1.938  0.000
C 0.899 4.479 0.654  -0.001
C 0.725 3.598 -0.585  0.002
C -0.723 3.440 -1.051  0.003
S -0.836 1.897 -1.990  0.002
O -0.530 0.862 -0.949  0.001
C -2.604 1.782 -2.228  0.003
C -3.146 0.502 -2.207  0.000
C -4.496 0.341 -2.481  0.001
C -5.289 1.440 -2.773  0.000
C -4.733 2.712 -2.803  0.000
C -3.383 2.890 -2.540  0.000
C 2.223 2.241 2.318  0.005
C 2.958 2.802 3.358  -0.002
C 4.341 2.736 3.316  0.000
C 4.973 2.097 2.255  0.000
C 4.224 1.530 1.236  0.000
C 2.837 1.600 1.258  0.020
H 0.508 4.655 2.779  0.000
H -0.887 4.097 1.877  0.000
H 1.970 4.565 0.853  0.000
H 0.546 5.495 0.453  0.000
H 1.139 2.612 -0.382  -0.008
H 1.319 4.022 -1.398  0.000
H -1.037 4.261 -1.696  -0.001
H -1.426 3.338 -0.224  0.000
H -2.530 -0.361 -1.995  0.006
H -4.918 -0.656 -2.481  0.000
H -6.339 1.306 -2.993  0.000
H -5.348 3.570 -3.041  0.000
H -2.959 3.884 -2.586  0.000
H 2.463 3.269 4.201  0.000
H 4.924 3.169 4.116  0.000
H 6.053 2.035 2.232  0.000
H 4.713 1.015 0.420  0.000
H 2.265 1.131 0.471  -0.023

Its HOMO-LUMO gap (spin up / spin down) is 6.74 / 7.29 eV. The LUMO energy (spin up / spin down) is -3.272 / -3.302 eV. Its multiplicity is 3. As for the net charge: +1. The calculation puts the max |F| at 1.20 eV/A. The value obtained for the total energy is -97470.249 eV.

=====

Record 2
The following is a quantum chemistry calculation of 2 unconnected molecules or ions with the total composition C3H8N2OS2, from the OMol25 dataset.

Last column: Mulliken spin population.
Positions of all 16 atoms, in Å:
S -0.853 2.233 2.502  0.305
S -1.917 0.557 2.764  0.690
C -0.463 0.321 -0.575  0.048
C 0.608 -0.187 0.283  -0.028
C 0.528 -0.787 -1.224  -0.011
N 1.326 -0.117 -2.161  0.000
O 0.251 -1.933 -1.392  -0.002
N 0.303 -1.169 1.246  0.017
H -1.932 2.982 2.211  -0.005
H -0.411 1.321 -0.978  -0.006
H -1.447 0.043 -0.234  -0.012
H 1.635 0.156 0.340  0.001
H 2.041 -0.745 -2.484  0.000
H 0.732 0.063 -2.955  0.000
H 0.008 -1.989 0.768  -0.001
H -0.410 -0.748 1.889  0.004

Its HOMO-LUMO gap (spin up / spin down) is 5.23 / 5.46 eV. The LUMO energy (spin up / spin down) is -7.770 / -7.779 eV. Its multiplicity is 2. As for the net charge: +1. The calculation puts the max |F| at 5.88 eV/A. The value obtained for the total energy is -29927.224 eV.

=====

Record 3
The following is a quantum chemistry calculation of a single C4H6N2O molecule, from the OMol25 dataset.

Last column: Löwdin charge in e.
Positions of all 13 atoms, in Å:
C -1.635 0.662 -0.336  -0.029
C -0.654 -0.467 -0.115  -0.278
O 0.170 -0.752 -1.284  0.028
C 1.351 -0.492 -0.627  -0.386
N 2.503 -0.594 -1.105  0.183
C 0.627 -0.142 0.643  -0.255
N 1.021 0.270 1.763  0.187
H -2.319 0.416 -1.153  0.086
H -2.229 0.824 0.569  0.086
H -1.111 1.591 -0.579  0.092
H -1.150 -1.384 0.222  0.151
H 0.231 0.415 2.399  0.070
H 3.194 -0.346 -0.398  0.067

Its HOMO-LUMO gap is 10.51 eV. The LUMO energy is 0.289 eV. Its multiplicity is 1. As for the net charge: 0. The calculation puts the max |F| at 0.47 eV/A. The value obtained for the total energy is -9271.597 eV. The SMILES is [H]/N=C1/O[C@H](C)/C1=N\[H].

=====

Record 4
The following is a quantum chemistry calculation of a molecular structure, C12H25N5NiO6, from the OMol25 dataset.

Last column: Mulliken spin population.
Positions of all 49 atoms, in Å:
O -0.501 0.431 -4.500  -0.001
H -0.941 0.183 -5.328  0.000
Ni 0.075 -0.036 -0.127  0.969
N 0.064 1.602 0.867  0.271
N 1.077 1.021 -1.318  0.147
N -1.302 -0.861 0.873  0.049
N -0.401 -1.471 -1.291  0.054
O -0.533 1.813 1.991  0.296
O -1.665 -0.464 2.107  -0.002
O 0.120 -1.640 -2.516  0.000
O 1.382 0.638 -2.503  0.236
C 1.474 2.249 -0.860  0.086
C 0.913 2.561 0.406  -0.008
C -1.738 -2.067 0.476  -0.042
C -1.211 -2.429 -0.810  -0.053
C 1.186 3.754 1.240  0.008
H 1.529 3.448 2.237  -0.001
H 0.281 4.365 1.367  -0.004
H 1.966 4.376 0.793  0.002
C 2.441 3.115 -1.587  0.007
H 2.164 3.278 -2.634  0.005
H 3.446 2.674 -1.567  0.003
H 2.507 4.094 -1.102  0.003
C -2.523 -2.959 1.360  0.003
C -1.440 -3.752 -1.448  0.003
H -3.142 -2.367 2.041  -0.001
H -1.860 -3.592 1.971  -0.003
H -3.161 -3.628 0.769  0.000
H -0.827 -3.862 -2.347  -0.001
H -2.495 -3.899 -1.723  -0.003
H -1.185 -4.560 -0.746  -0.002
H -1.253 0.481 2.152  -0.003
H 0.628 -0.749 -2.661  0.001
C -1.469 1.066 -3.664  -0.011
H -0.966 1.854 -3.104  0.004
H -1.954 0.354 -2.987  0.003
H -2.243 1.552 -4.271  0.000
O -4.099 2.220 -0.855  0.000
H -4.015 1.299 -0.534  0.000
H -3.332 2.658 -0.431  0.000
C 2.416 -1.494 4.378  -0.001
C 3.033 -1.557 2.973  -0.001
C 2.127 -1.044 1.957  -0.019
N 1.409 -0.646 1.140  0.011
H 2.127 -0.469 4.632  0.000
H 3.120 -1.842 5.134  0.000
H 1.529 -2.133 4.427  0.000
H 3.963 -0.971 2.913  -0.001
H 3.280 -2.596 2.711  -0.001

Its HOMO-LUMO gap (spin up / spin down) is 6.78 / 5.49 eV. The LUMO energy (spin up / spin down) is 0.226 / -1.118 eV. Its multiplicity is 3. As for the net charge: 0. The calculation puts the max |F| at 3.76 eV/A. The value obtained for the total energy is -73621.099 eV.

=====

Record 5
The following is a quantum chemistry calculation of 10 unconnected molecules or ions with the total composition C25H71NO9, from the OMol25 dataset.

Last column: Löwdin charge in e.
Positions of all 106 atoms, in Å:
N -3.649 1.995 -0.941  0.261
H -3.354 2.653 -0.188  0.071
H -2.956 1.181 -0.985  0.054
H -3.737 2.423 -1.856  0.131
H -4.540 1.576 -0.680  0.131
C -0.537 0.045 -0.602  -0.275
O -1.844 0.075 -1.060  -0.394
H -0.419 -0.773 0.149  0.051
H 0.198 -0.263 -1.363  0.047
H -0.206 0.924 -0.019  0.045
C 1.273 -1.001 -4.124  -0.055
C 2.486 -1.462 -4.918  -0.468
C 3.106 -0.339 -5.722  -0.049
O 3.429 -2.065 -4.016  -0.076
H 1.519 -0.144 -3.494  0.078
H 0.984 -1.799 -3.433  0.072
H 0.424 -0.783 -4.771  0.079
H 2.198 -2.243 -5.632  0.136
H 3.365 0.498 -5.073  0.084
H 2.421 -0.078 -6.526  0.085
H 4.033 -0.657 -6.204  0.082
H 3.050 -2.903 -3.735  0.097
C 0.940 5.750 1.492  -0.042
C 0.090 5.512 0.264  -0.446
C 0.022 4.070 -0.199  -0.053
O -1.266 5.979 0.536  -0.085
H 0.914 6.812 1.741  0.081
H 1.976 5.454 1.315  0.085
H 0.608 5.162 2.347  0.067
H 0.329 6.078 -0.642  0.139
H -0.413 3.386 0.529  0.060
H 1.020 3.749 -0.503  0.091
H -0.543 3.979 -1.129  0.089
H -1.268 6.926 0.698  0.097
C -2.759 1.915 2.503  -0.048
C -3.209 3.362 2.362  -0.452
C -2.419 4.257 3.305  -0.049
O -3.008 3.804 1.011  -0.093
H -2.911 1.625 3.546  0.089
H -1.725 1.758 2.197  0.077
H -3.395 1.233 1.933  0.066
H -4.259 3.434 2.663  0.138
H -2.614 5.319 3.149  0.086
H -1.354 4.089 3.111  0.066
H -2.600 4.064 4.362  0.088
H -2.304 4.475 1.016  0.044
C 0.622 -5.575 2.185  -0.052
C 1.533 -4.595 2.899  -0.486
C 1.575 -3.260 2.189  -0.055
O 1.088 -4.418 4.251  -0.052
H 0.477 -6.491 2.755  0.082
H 1.060 -5.799 1.210  0.084
H -0.363 -5.150 1.970  0.061
H 2.503 -5.104 2.958  0.133
H 2.147 -2.516 2.750  0.065
H 0.587 -2.850 1.968  0.074
H 2.035 -3.367 1.203  0.071
H 1.386 -3.560 4.563  0.073
C 3.114 -1.384 -0.686  -0.064
C 3.951 -0.209 -1.136  -0.503
C 4.752 0.395 0.001  -0.056
O 4.885 -0.586 -2.138  -0.058
H 3.750 -2.130 -0.191  0.085
H 2.596 -1.938 -1.467  0.061
H 2.407 -1.091 0.097  0.068
H 3.316 0.592 -1.543  0.129
H 5.420 1.177 -0.352  0.081
H 5.308 -0.410 0.490  0.085
H 4.106 0.800 0.785  0.055
H 4.507 -1.272 -2.711  0.045
C -3.641 -2.290 2.197  -0.054
C -2.862 -2.790 0.984  -0.500
C -3.079 -4.260 0.715  -0.061
O -3.306 -2.058 -0.161  -0.091
H -4.697 -2.530 2.057  0.079
H -3.528 -1.213 2.319  0.054
H -3.291 -2.771 3.116  0.078
H -1.808 -2.521 1.124  0.115
H -2.669 -4.908 1.494  0.065
H -2.525 -4.551 -0.181  0.077
H -4.138 -4.465 0.562  0.082
H -2.653 -1.357 -0.380  0.024
C -3.642 -1.583 -5.481  -0.064
C -3.061 -1.503 -4.086  -0.510
C -2.351 -2.811 -3.711  -0.054
O -2.146 -0.425 -4.011  -0.079
H -4.167 -0.665 -5.750  0.074
H -4.307 -2.444 -5.526  0.081
H -2.836 -1.690 -6.210  0.079
H -3.855 -1.349 -3.342  0.131
H -1.780 -3.152 -4.576  0.076
H -3.053 -3.568 -3.358  0.078
H -1.695 -2.619 -2.860  0.067
H -1.701 -0.412 -3.148  0.045
C 1.856 2.057 2.877  -0.068
C 2.493 1.553 4.157  -0.465
C 3.498 0.451 3.874  -0.059
O 3.189 2.668 4.747  -0.060
H 2.533 2.555 2.186  0.080
H 0.986 2.698 3.059  0.058
H 1.301 1.242 2.388  0.075
H 1.727 1.209 4.850  0.139
H 3.046 -0.307 3.228  0.061
H 3.900 -0.063 4.746  0.083
H 4.352 0.843 3.312  0.077
H 4.051 2.722 4.326  0.077

Its HOMO-LUMO gap is 8.23 eV. The LUMO energy is 0.238 eV. Its multiplicity is 1. As for the net charge: 0. The calculation puts the max |F| at 1.98 eV/A. The value obtained for the total energy is -46993.009 eV.

=====

Record 6
The following is a quantum chemistry calculation of a gas-phase ion, C3H12N3O (charge +1), from the OMol25 dataset.

Last column: Löwdin charge in e.
Positions of all 19 atoms, in Å:
C -0.598 2.056 -0.736  -0.039
C -0.306 0.936 0.183  -0.413
C 0.602 -1.765 0.434  -0.386
N -1.238 0.857 1.242  0.038
N 1.874 -1.459 0.651  0.099
N -0.327 -0.513 -0.443  0.139
O 0.273 -2.842 -0.372  0.025
H 0.082 2.203 -1.517  0.073
H -0.569 2.924 -0.115  0.094
H -1.554 2.130 -1.182  0.086
H 0.758 0.843 0.679  0.172
H 0.084 -1.876 1.394  0.166
H -2.136 1.324 0.878  0.132
H -1.073 1.222 2.171  0.097
H 2.606 -1.372 -0.119  0.158
H 2.336 -1.167 1.560  0.159
H -1.257 -0.997 -0.453  0.170
H 0.065 -0.562 -1.300  0.084
H 0.975 -3.307 -0.886  0.146

Its HOMO-LUMO gap is 11.00 eV. The LUMO energy is -2.927 eV. Its multiplicity is 1. As for the net charge: +1. The calculation puts the max |F| at 5.02 eV/A. The value obtained for the total energy is -9815.938 eV. The SMILES is C[C@@H](N)[NH2+][C@H](N)O.

=====

Q: What is the max |F| in the first record?
A: 1.20 eV/A

=====

Q: Which formula does entry 5 have?
A: C25H71NO9

=====

Q: Number 1 is which compound?
A: C40H36ClMoN2O8S2